1.
16
Properties=species:S:1:pos:R:3 method="wB97M-V/def2-TZVPD" e_above_lowest_kj_mol=54.35 total_charge=-1 s2=0.75 energy_ha=-323.788393 lumo_ha="0.1014 / -0.0309" gap_ha="0.31788 / 0.17960" multiplicity=2
Al 1.000 0.854 1.825
B 0.469 1.435 -1.586
H 1.090 1.418 -2.468
H 1.016 1.910 -0.786
H -0.364 2.094 -1.774
H 0.079 0.492 -1.235
B -1.901 0.281 0.535
H -1.580 -0.265 1.409
H -1.278 1.144 0.358
H -1.820 -0.374 -0.318
H -2.938 0.538 0.690
B 1.205 -1.915 0.679
H 2.251 -1.651 0.661
H 0.869 -1.944 1.704
H 0.742 -1.131 0.098
H 1.161 -2.885 0.209


2.
12
Properties=species:S:1:pos:R:3 method="wB97M-V/def2-TZVPD" e_above_lowest_kj_mol=580.73 energy_ha=-227.419858 lumo_ha=-0.1039 gap_ha=0.26603
N -2.365 -1.074 0.631
H -1.886 -0.655 -0.134
H -1.729 -1.772 1.069
H 2.096 -1.270 3.883
H -2.510 -0.195 1.204
N 0.359 1.583 -1.056
C 1.030 0.632 -0.320
O 1.028 -0.656 -0.594
H -0.334 1.113 -1.683
H 1.808 -0.866 4.425
H 0.283 0.447 0.735
H 1.912 1.088 0.151


3.
8
Properties=species:S:1:pos:R:3 method="wB97M-V/def2-TZVPD" e_above_lowest_kj_mol=98.37 smiles="O=C(F)F.N" energy_ha=-369.632626 lumo_ha=0.0219 gap_ha=0.39919
C 1.108 0.732 -1.259
N -1.193 -0.564 1.331
O 0.183 0.786 -1.954
F 1.595 1.855 -0.681
F 2.023 -0.167 -1.004
H -1.807 -0.470 0.556
H -0.310 -0.978 0.999
H -1.600 -1.193 2.011


4.
8
Properties=species:S:1:pos:R:3 method="wB97M-V/def2-TZVPD" e_above_lowest_kj_mol=160.84 smiles=Ic1ncn[nH]1 energy_ha=-539.298617 lumo_ha=0.0089 gap_ha=0.33181
C 1.042 -0.880 -0.064
C -0.942 -0.206 0.063
N -0.237 -1.202 -0.034
N 1.246 0.503 -0.009
N 0.117 1.073 -0.068
I -2.916 0.340 0.063
H 1.861 -1.574 -0.084
H -0.172 1.947 0.134


5.
27
Properties=species:S:1:pos:R:3 method="wB97M-V/def2-TZVPD" energy_ha=-2207.482732 lumo_ha=0.0090 gap_ha=0.31501
Cl -1.416 -0.854 -1.504
Cl 0.309 0.176 -2.496
Cl 1.826 -1.586 1.197
O -2.285 2.326 2.244
O -3.917 0.293 1.202
O -2.288 1.520 -0.335
O -1.333 -0.283 1.313
C 2.521 1.162 0.792
C 1.089 -2.161 -1.743
C -0.666 -0.942 0.294
C 1.104 0.912 0.509
C 1.314 -0.765 -1.330
C 0.804 -0.562 0.105
Si -2.431 0.986 1.156
H -2.847 3.151 2.314
H -4.140 -0.345 0.513
H -2.186 0.906 -1.072
H 2.655 2.266 0.801
H 3.015 0.728 1.579
H 2.988 0.682 -0.103
H 1.172 -2.967 -0.919
H 0.125 -2.093 -2.347
H 1.757 -2.549 -2.580
H -0.745 -2.023 0.632
H 0.587 1.556 -0.283
H 0.577 1.020 1.518
H 2.408 -0.552 -1.456


6.
7
Properties=species:S:1:pos:R:3 method="wB97M-V/def2-TZVPD" e_above_lowest_kj_mol=96.76 smiles="O=CC(O)=S" energy_ha=-626.025510 lumo_ha=-0.0490 gap_ha=0.30552
C 0.071 0.444 -0.132
C -0.661 -0.882 -0.219
H 1.297 1.166 1.070
H -0.094 -1.562 0.495
O 1.179 0.343 0.695
O -1.591 -1.209 -0.936
S -0.200 1.700 -0.973


no.,largest force on an atom (eV/Å)
1,6.57
2,2.61
3,3.69
4,8.66
5,9.14
6,4.13